(1)
Computed, not measured: a single CH2BrOP molecule at a distorted geometry, with wB97M-V/def2-TZVPD.

The geometry in XYZ format:
```
6
Properties=species:S:1:pos:R:3:forces:R:3:lowdin_charge:R:1
C 0.670775 -1.017531 0.913145 0.3 -3.1 -6.1 -0.50
O -1.760623 1.180292 -1.349892 -3.1 -1.6 0.7 -0.53
P -0.491293 1.770674 -1.531169 3.8 1.3 -0.3 0.68
Br 1.245801 0.265787 -0.395624 -1.0 -0.1 0.3 0.55
H -0.236489 -1.546213 0.569112 0.6 0.3 -0.2 -0.04
H 0.571828 -0.653009 1.794428 -0.5 3.1 5.6 -0.16
```
Forces are in eV/Å.

- Energy relative to the best compared isomer or geometry (same formula, charge and spin): 3.450 eV
- 2S+1: 1
- Frontier orbital gap (spin up / spin down): 5.39 / 5.38 eV
- Calculated total energy: -3029.76093 a.u.
- Net charge: 0

***

(2)
Computed, not measured: a molecular structure, CH2BrPSi at a distorted geometry, with wB97M-V/def2-TZVPD.

The geometry in XYZ format:
```
6
Properties=species:S:1:pos:R:3:forces:R:3:lowdin_charge:R:1
C 0.088448 2.169648 -0.807337 -2.8 -1.1 -0.6 -0.96
Si -0.380725 0.466324 -0.126007 -0.4 1.5 0.2 0.12
P -2.237201 1.658465 -0.279863 2.5 0.7 -0.4 0.47
Br 0.375639 3.342128 -2.212727 0.0 -0.3 0.4 0.56
H -0.606359 -0.968996 -0.471722 0.7 0.2 -0.3 -0.10
H 0.412031 0.800656 1.050068 0.1 -0.9 0.7 -0.08
```
Forces are in eV/Å.

- Energy relative to the best compared isomer or geometry (same formula, charge and spin): 3.062 eV
- 2S+1: 1
- Frontier orbital gap (spin up / spin down): 6.94 / 7.07 eV
- Calculated total energy: -3243.96110 a.u.
- Net charge: 0

***

(3)
Computed, not measured: 2 unconnected molecules or ions with the total composition CH2Cl2FN at a distorted geometry, with wB97M-V/def2-TZVPD.

The geometry in XYZ format:
```
7
Properties=species:S:1:pos:R:3:forces:R:3:lowdin_charge:R:1
C 0.351407 0.459139 -0.534252 0.2 2.0 4.5 -0.01
N 1.520285 0.042617 -0.165525 -1.1 -0.3 -1.4 -0.98
F 1.993164 -1.684548 1.614469 -0.3 -0.4 -0.4 -0.78
Cl 2.297696 0.558800 1.200787 0.2 0.9 0.4 0.79
Cl 2.409952 -1.001115 -1.191595 -0.2 0.2 0.2 0.74
H -0.128744 0.273374 -1.452113 -0.1 -0.7 -0.9 0.08
H -0.172551 1.145906 0.312878 1.3 -1.7 -2.4 0.16
```
Forces are in eV/Å.

- Energy relative to the best compared isomer or geometry (same formula, charge and spin): 6.074 eV
- 2S+1: 1
- Frontier orbital gap (spin up / spin down): 6.49 / 6.49 eV
- Calculated total energy: -1114.07491 a.u.
- Net charge: 0

***

(4)
Computed, not measured: a single CH2Cl2FNS molecule at a distorted geometry, with wB97M-V/def2-TZVPD.

The geometry in XYZ format:
```
8
Properties=species:S:1:pos:R:3:forces:R:3:lowdin_charge:R:1
C -1.355572 -1.314144 -2.278536 2.1 0.9 1.1 -1.57
N -0.129794 -0.253333 0.187170 -1.0 -0.9 0.1 -0.36
F -1.983836 -0.181180 -1.950151 -1.0 0.4 0.4 -0.13
S -0.086302 -1.631272 -0.804613 -0.6 -0.3 -0.6 0.76
Cl -2.415065 -2.627036 -2.494761 -0.7 -0.8 -0.1 0.65
Cl -0.519834 -0.900873 -3.793074 0.3 -0.4 0.0 0.58
H -0.944462 -0.176326 0.836965 0.8 -0.2 -1.1 0.06
H -0.090062 0.493056 -0.468311 0.1 1.3 0.1 0.00
```
Forces are in eV/Å.

- SMILES string: NSC(F)(Cl)Cl
- Energy relative to the best compared isomer or geometry (same formula, charge and spin): 0.217 eV
- 2S+1: 1
- Frontier orbital gap: 10.00 eV
- Calculated total energy: -1512.46299 a.u.
- Net charge: 0

***

(5)
Computed, not measured: a single CH2Cl2N2O molecule at a distorted geometry, with wB97M-V/def2-TZVPD.

The geometry in XYZ format:
```
8
Properties=species:S:1:pos:R:3:forces:R:3:lowdin_charge:R:1
C 0.966806 0.340491 0.904569 3.0 6.0 1.3 -0.66
N 0.412897 -0.736293 1.242592 -3.8 -3.6 1.0 0.18
N 0.150532 1.482214 1.893560 1.0 -0.3 0.1 -0.84
O 1.961430 0.666822 0.344097 -0.7 -0.3 -0.7 0.09
Cl -0.077292 2.979773 1.035333 0.2 -0.7 0.1 0.51
Cl 1.249975 1.853718 3.335650 -0.8 -0.5 -1.5 0.43
H -0.451678 -0.539264 1.805699 1.1 -1.0 -0.9 0.15
H 0.528691 -1.572470 0.663812 -0.1 0.4 0.6 0.15
```
Forces are in eV/Å.

- SMILES string: NC(=O)N(Cl)Cl
- Energy relative to the best compared isomer or geometry (same formula, charge and spin): 0.000 eV
- 2S+1: 1
- Frontier orbital gap: 9.35 eV
- Calculated total energy: -1144.35404 a.u.
- Net charge: 0

***

(6)
Computed, not measured: 2 unconnected molecules or ions with the total composition CH2Cl2O3 at a distorted geometry, with wB97M-V/def2-TZVPD.

The geometry in XYZ format:
```
8
Properties=species:S:1:pos:R:3:forces:R:3:lowdin_charge:R:1
C -1.124635 0.286024 -0.546465 -2.1 1.0 -2.8 -0.45
O -0.963593 1.225765 0.157418 0.6 -0.5 0.6 0.11
O 1.837581 -0.107164 0.967478 2.3 -0.5 0.6 -0.55
O -0.484546 -0.897821 -0.388332 -0.2 -0.2 0.0 -0.50
Cl 2.545837 1.001751 2.052011 -0.5 -0.4 -0.5 0.56
Cl -0.946684 -2.058621 -1.534073 0.2 0.2 0.2 0.73
H -1.830956 0.360190 -1.507143 1.3 -0.6 1.8 0.16
H 0.966995 0.189875 0.799106 -1.6 1.0 0.0 -0.07
```
Forces are in eV/Å.

- SMILES string: O=COCl.OCl
- Energy relative to the best compared isomer or geometry (same formula, charge and spin): 2.623 eV
- 2S+1: 1
- Frontier orbital gap: 9.23 eV
- Calculated total energy: -1185.27058 a.u.
- Net charge: 0

***

What did the sixth record say?
Computed, not measured: 2 unconnected molecules or ions with the total composition CH2Cl2O3 at a distorted geometry, with wB97M-V/def2-TZVPD.

The geometry in XYZ format:
```
8
Properties=species:S:1:pos:R:3:forces:R:3:lowdin_charge:R:1
C -1.124635 0.286024 -0.546465 -2.1 1.0 -2.8 -0.45
O -0.963593 1.225765 0.157418 0.6 -0.5 0.6 0.11
O 1.837581 -0.107164 0.967478 2.3 -0.5 0.6 -0.55
O -0.484546 -0.897821 -0.388332 -0.2 -0.2 0.0 -0.50
Cl 2.545837 1.001751 2.052011 -0.5 -0.4 -0.5 0.56
Cl -0.946684 -2.058621 -1.534073 0.2 0.2 0.2 0.73
H -1.830956 0.360190 -1.507143 1.3 -0.6 1.8 0.16
H 0.966995 0.189875 0.799106 -1.6 1.0 0.0 -0.07
```
Forces are in eV/Å.

- SMILES string: O=COCl.OCl
- Energy relative to the best compared isomer or geometry (same formula, charge and spin): 2.623 eV
- 2S+1: 1
- Frontier orbital gap: 9.23 eV
- Calculated total energy: -1185.27058 a.u.
- Net charge: 0